# 1
38
Properties=species:S:1:pos:R:3:forces:R:3:mulliken_charge:R:1 method="wB97M-V/def2-TZVPD" total_charge=+1 homo_ha=-0.4677 total_energy_ev=-16702.5593 de_lowest_ev=0.555
O -3.797 -2.817 -2.079 0.2 0.1 0.0 -0.49
N 0.856 1.119 1.887 -0.4 0.6 -0.5 -0.13
N 4.043 0.652 2.177 -0.1 0.0 0.1 -0.57
N 2.444 -1.073 2.370 -0.3 0.5 -0.4 -0.70
N 3.744 -0.771 0.359 -0.7 0.4 0.1 -0.70
C -3.001 0.736 -1.089 0.5 -0.5 0.2 -1.86
C 3.040 -0.093 1.472 0.4 -0.5 -0.5 0.94
C -1.309 0.513 0.773 0.1 0.2 -0.6 -0.87
C -0.447 1.647 1.319 -0.3 -0.2 0.6 -0.93
C 1.898 0.781 0.872 0.5 -0.5 0.8 -1.26
C -1.541 0.438 -0.763 0.1 0.1 0.0 1.16
C -2.746 -2.820 -3.040 -0.1 -0.1 0.2 -0.55
C -0.619 1.285 -1.654 -0.6 0.1 0.2 -1.71
H -1.771 -2.846 -2.542 0.1 0.0 -0.1 0.22
H -2.828 -3.676 -3.713 0.1 0.0 -0.1 0.33
H 0.609 0.306 2.453 0.4 -0.1 0.1 0.43
H -2.822 -1.907 -3.625 -0.1 0.0 0.0 0.21
H 0.324 1.575 -1.208 0.3 -0.1 0.0 0.43
H -3.607 0.010 -0.563 -0.4 0.0 0.0 0.46
H 3.072 -1.868 2.435 0.0 0.0 0.3 0.36
H 2.341 1.715 0.562 -0.1 0.2 -0.4 0.28
H 1.454 0.245 0.046 -0.4 0.0 -0.1 0.42
H 3.158 -1.544 0.057 0.2 -0.1 -0.1 0.27
H 1.566 -1.394 1.971 0.2 -0.5 0.0 0.20
H -0.951 2.085 2.172 0.0 0.2 0.2 0.40
H -0.254 2.453 0.625 0.3 0.0 -0.2 0.55
H -3.129 0.571 -2.150 -0.4 0.2 -0.3 0.41
H -0.442 0.754 -2.578 0.2 -0.1 -0.2 0.37
H -3.288 1.741 -0.797 -0.1 0.2 -0.1 0.47
H 3.680 1.350 2.813 0.1 0.0 0.0 0.23
H 3.813 -0.152 -0.447 0.3 0.0 0.1 0.29
H 4.747 1.031 1.557 0.0 0.0 0.1 0.25
H -1.402 -0.598 -1.052 0.2 -0.3 0.1 -0.02
H -2.281 0.605 1.241 -0.2 0.0 0.2 0.57
H -3.723 -3.631 -1.569 -0.1 0.1 0.0 0.29
H -1.134 2.200 -1.933 0.0 0.3 0.0 0.41
H -0.931 -0.446 1.119 0.2 -0.2 0.1 0.42
H 1.233 1.824 2.522 0.1 -0.1 0.1 0.43



# 2
47
Properties=species:S:1:pos:R:3:forces:R:3:mulliken_charge:R:1 method="wB97M-V/def2-TZVPD" total_charge=+2 homo_ha="-0.4561 / -0.4561" total_energy_ev=-99821.8003 de_lowest_ev=7.886 spin_multiplicity=10
Ti 12.568 18.191 -9.406 0.5 -0.4 0.5 0.98
Ti 8.383 16.582 -6.119 0.2 -0.6 0.2 0.97
Ti 10.015 20.716 -3.488 0.2 0.0 0.2 1.00
F 12.668 15.833 -6.607 -2.4 -2.6 -2.3 -0.35
F 14.385 17.079 -6.469 3.6 1.5 -1.9 -0.30
F 12.482 17.805 -5.686 -1.8 2.2 0.3 -0.45
F 13.544 16.177 -4.612 0.5 -1.0 2.5 -0.35
O 18.790 15.746 -7.163 -0.4 -1.1 1.0 -0.51
O 9.786 15.813 -2.508 -0.1 0.1 -0.8 -0.51
O 18.314 15.821 -0.188 0.2 -1.7 0.6 -0.51
O 9.677 12.385 -6.464 0.2 0.2 -0.8 -0.49
O 15.118 10.191 -1.466 -1.4 -2.1 1.6 -0.55
C 10.055 11.105 -6.997 -0.4 -1.2 0.6 -0.59
C 14.730 9.997 -3.770 0.2 -1.3 -1.0 -1.03
C 18.447 18.189 0.145 -0.5 0.1 -1.3 -0.97
C 19.519 16.737 -7.826 -1.1 0.2 -0.3 -0.08
C 9.846 14.497 -1.920 0.1 0.2 0.3 -0.53
C 15.601 10.558 -2.710 0.1 2.3 0.8 -0.08
C 17.969 17.020 -0.763 0.1 1.4 0.1 -0.18
C 20.458 16.105 -8.758 1.4 -1.0 0.0 -1.12
B 13.318 16.684 -5.812 -0.8 0.6 0.7 0.48
H 19.962 15.411 -9.436 0.0 0.5 -0.5 0.31
H 18.014 16.155 -6.773 0.0 -0.1 0.1 0.28
H 10.664 16.186 -2.615 0.3 -0.3 0.2 0.31
H 18.371 17.007 -1.777 0.6 0.8 -0.1 0.28
H 9.807 10.370 -6.231 0.6 -0.1 0.3 0.24
H 15.500 10.569 -0.671 0.5 0.3 -0.6 0.30
H 18.744 17.214 -8.427 0.4 1.2 0.0 0.23
H 21.098 16.875 -9.189 -0.2 -0.2 -0.6 0.34
H 8.923 14.002 -2.222 0.1 0.0 0.4 0.21
H 18.606 15.253 -0.904 0.0 -0.3 0.3 0.31
H 11.103 11.046 -7.291 0.0 0.1 0.2 0.27
H 9.467 10.692 -7.816 -0.3 1.1 -0.5 0.26
H 9.950 14.627 -0.842 -0.4 -0.3 0.1 0.26
H 16.902 17.100 -0.968 -0.5 0.0 0.4 0.21
H 18.405 19.054 -0.517 0.3 0.4 0.2 0.30
H 17.787 18.433 0.977 -0.2 -0.5 0.0 0.27
H 15.141 10.196 -4.760 0.0 0.4 0.0 0.34
H 10.688 13.875 -2.222 0.1 0.3 -0.5 0.27
H 16.661 10.326 -2.810 0.0 -0.2 -0.3 0.27
H 10.512 12.844 -6.347 0.0 0.1 0.1 0.32
H 14.769 8.909 -3.719 -0.2 -0.2 0.2 0.29
H 13.680 10.289 -3.760 0.2 0.2 0.3 0.26
H 20.063 17.362 -7.119 -0.2 0.5 -0.1 0.25
H 21.135 15.451 -8.208 0.2 0.0 0.2 0.29
H 15.460 11.637 -2.648 0.6 0.5 -1.0 0.19
H 19.454 18.068 0.543 0.0 -0.2 -0.3 0.29



# 3
59
Properties=species:S:1:pos:R:3:forces:R:3:mulliken_charge:R:1 method="wB97M-V/def2-TZVPD" homo_ha=-0.3480 total_energy_ev=-98692.0522 de_lowest_ev=14.299
Pb -0.758 -0.563 0.580 -0.2 -0.1 0.1 1.66
S -2.513 4.826 2.439 4.1 3.7 -3.0 1.07
S 1.818 -5.117 -2.481 1.9 -2.5 1.7 1.09
S 1.115 -3.965 -4.406 -2.4 -1.4 -8.3 1.09
S -4.177 3.466 3.237 -8.9 -2.2 3.4 1.04
F -4.669 1.957 3.060 -0.8 -0.9 -0.3 -0.32
F 2.583 -4.407 -1.275 0.0 0.0 -0.1 -0.26
F 0.004 -2.898 -4.896 0.3 -0.1 0.3 -0.30
F -0.955 4.629 2.214 0.7 -1.2 -0.2 -0.28
O 4.357 4.441 -2.677 1.2 -0.1 -0.8 -0.30
O -5.177 4.254 2.495 2.0 -0.9 1.4 -0.55
O -4.168 3.520 4.676 0.4 0.8 -1.0 -0.56
O -2.440 5.649 3.615 -1.3 -1.4 0.1 -0.53
O -4.805 -0.492 -1.913 0.4 0.0 0.3 -0.65
O 2.896 -5.699 -3.323 -2.7 2.3 1.9 -0.50
O 0.565 -5.262 -4.975 1.2 3.4 2.5 -0.56
O 0.957 -6.070 -1.829 0.2 1.2 -0.5 -0.56
O 2.323 -3.537 -5.047 -0.4 0.3 0.7 -0.55
O -1.062 -2.909 4.646 0.0 0.6 0.7 -0.28
O -2.832 5.532 1.211 -0.7 -1.7 1.2 -0.57
O 3.782 1.390 1.097 -0.4 -0.3 0.0 -0.64
N 1.480 3.438 -3.247 0.5 1.0 0.6 -0.61
N -2.486 -4.389 2.634 -0.5 1.3 -0.2 -0.58
N 0.960 -3.676 -2.916 1.6 -2.9 2.2 -0.30
N -2.916 3.176 2.509 4.8 3.4 -1.9 -0.22
C -1.121 -2.172 5.847 0.4 0.8 0.4 -0.78
C 3.619 4.709 -3.864 -1.3 0.4 0.4 -0.87
C -1.250 -4.282 4.834 -1.4 -1.0 -2.2 -0.89
C 1.781 4.113 -5.569 0.0 0.5 0.2 -1.43
C -2.623 -4.646 4.053 1.7 -0.4 2.1 0.44
C -3.032 -6.079 4.173 0.3 -1.4 0.8 -1.54
C 2.507 3.681 -4.240 1.1 -0.8 -2.2 0.36
C 5.730 4.824 -2.838 0.6 -0.1 0.3 -0.84
H -2.216 -6.704 3.809 0.0 -0.2 -0.2 0.41
H -0.281 -2.407 6.500 0.2 0.0 0.0 0.32
H -2.035 -5.180 2.196 0.3 -0.2 -0.1 0.32
H -0.438 -4.779 4.304 0.1 -0.2 -0.2 0.28
H 3.008 2.726 -4.399 0.2 -0.1 -0.3 0.20
H 6.220 4.879 -1.866 -0.3 -0.3 0.1 0.27
H -1.176 -4.659 5.855 -0.5 0.4 0.2 0.44
H 3.131 5.661 -3.656 -0.4 0.4 -0.2 0.32
H 0.939 3.476 -5.842 0.3 -0.7 0.2 0.38
H -3.458 -4.464 2.369 -0.1 0.2 -1.0 0.30
H 6.330 4.178 -3.479 -0.4 -0.9 0.1 0.36
H -1.079 -1.111 5.599 0.1 0.0 -0.1 0.25
H 2.356 4.256 -6.484 0.5 -0.2 0.2 0.38
H -3.928 -6.327 3.604 0.0 0.2 -0.1 0.40
H 1.421 4.394 -2.924 -1.0 0.2 1.0 0.32
H -5.206 -1.316 -2.189 -0.1 -0.2 -0.1 0.33
H 0.636 3.285 -3.780 -0.3 -0.1 0.2 0.29
H -3.414 -4.073 4.538 0.1 0.7 -0.5 0.27
H 4.276 4.910 -4.710 0.0 -0.5 -0.2 0.46
H -2.009 -2.277 6.470 -0.4 -0.5 -0.4 0.33
H 4.380 1.400 1.844 0.2 0.0 0.2 0.33
H -4.934 0.097 -2.656 -0.1 0.2 -0.2 0.33
H 3.979 2.197 0.621 0.0 0.3 -0.2 0.32
H 1.241 5.049 -5.433 0.3 0.5 0.4 0.39
H -3.222 -6.432 5.187 0.0 0.2 0.2 0.37
H 5.984 5.777 -3.303 -1.1 0.7 0.0 0.35